*P*
CH4N3P | wB97M-V/def2-TZVPD

Results
Kohn-Sham gap = 8.0 eV
net charge = 0
molecular weight = 89.04 g mol⁻¹

Positions of all 9 atoms, in Å:
P  1.3545  0.6394  -0.1568
N  -1.5439  0.1158  0.0576
N  -1.0977  1.3078  -0.1999
N  -0.9803  -0.9729  -0.0935
C  0.4906  -0.9846  -0.3362
H  -1.3769  2.0699  0.3788
H  0.9023  -1.1963  -1.2850
H  0.8935  -1.7391  0.4169
H  1.3579  0.7601  1.2181

Atom charges from the Mulliken analysis, given in e for atoms 1 to 2: number 1, P, carries 0.074; number 2, N, carries 0.118

***

*Q*
CH4N3P | wB97M-V/def2-TZVPD

Results
Kohn-Sham gap = 8.1 eV
net charge = 0
molecular weight = 89.04 g mol⁻¹

Positions of all 9 atoms, in Å:
P  0.0724  -1.5788  -0.0945
N  1.3266  -0.1923  0.3192
N  -1.0719  -0.5262  0.4453
N  0.8280  0.9044  0.3783
C  -0.9500  0.6752  0.0312
H  2.1069  -0.5435  0.8847
H  0.0142  -1.0005  -1.5602
H  -1.5193  1.3498  0.7118
H  -0.8070  0.9118  -1.1157

Atom charges from the Mulliken analysis, given in e for atoms 1 to 2: number 1, P, carries 0.060; number 2, N, carries 0.019

***

*R*
CH4N3P | wB97M-V/def2-TZVPD

Results
Kohn-Sham gap = 8.9 eV
net charge = 0
molecular weight = 89.04 g mol⁻¹

Positions of all 9 atoms, in Å:
P  0.1042  0.7013  -0.8132
N  -0.7349  -1.1496  1.0145
N  -1.4071  -0.1378  1.1587
N  -0.9450  0.9318  0.5535
C  0.2354  -1.0776  -0.0882
H  -1.8408  2.0330  0.3834
H  0.0832  -1.9164  -0.9033
H  1.2652  1.2558  -0.3261
H  1.3858  -1.2847  0.3015

Atom charges from the Mulliken analysis, given in e for atoms 1 to 2: number 1, P, carries 0.044; number 2, N, carries -0.195

***

Which structure loses on stability? *R* does.